No. 1
A cluster of 9 separate species, C33H90N6O9 in total. Source: the OMol25 dataset; level of theory: ωB97M-V/def2-TZVPD.

XYZ file:
```
138
Properties=species:S:1:pos:R:3
C -2.5435 -3.1828 0.0191
O -3.3912 -2.2261 0.6357
C -3.8861 -1.2200 -0.2541
C -4.7073 -0.2333 0.5709
C -5.6443 -0.7410 1.6368
N -5.2255 0.8083 -0.4292
H -1.5180 -2.8156 -0.1209
H -2.9234 -3.5312 -0.9375
H -2.6040 -4.0664 0.7025
H -3.0607 -0.7131 -0.6947
H -4.5498 -1.7324 -0.9279
H -3.8823 0.2909 1.0621
H -5.0897 -1.4411 2.2836
H -6.4257 -1.3180 1.1513
H -5.9774 0.1291 2.2232
H -5.6480 0.2419 -1.1770
H -5.9030 1.3387 0.0393
C 2.8812 -2.7573 2.6170
O 3.4421 -1.8711 1.6258
C 4.8087 -1.6379 1.8124
C 5.1369 -0.2296 1.1628
C 4.8329 -0.2244 -0.3187
N 6.4060 0.2018 1.6125
H 2.7087 -2.1740 3.4965
H 3.5732 -3.5321 2.9159
H 2.0003 -3.1798 2.2768
H 5.0303 -1.6040 2.8805
H 5.4355 -2.4253 1.3420
H 4.4298 0.3780 1.6852
H 4.9047 0.7445 -0.8269
H 3.8075 -0.5566 -0.4340
H 5.5959 -0.8305 -0.7709
H 7.1520 -0.3809 1.2172
H 6.5690 1.1445 1.3125
C 3.0266 -7.1126 -0.5483
O 2.6194 -5.9074 -1.2813
C 1.8643 -4.9881 -0.5055
C 1.4219 -3.8337 -1.3901
C 2.6412 -3.3860 -2.1609
N 0.9341 -2.7554 -0.5294
H 3.9321 -6.8478 -0.0019
H 3.2224 -7.9576 -1.2345
H 2.1787 -7.4120 0.1240
H 1.1350 -5.4788 0.0358
H 2.5053 -4.5362 0.2809
H 0.5726 -4.2031 -2.0441
H 2.3811 -2.5038 -2.7522
H 2.9587 -4.1809 -2.8148
H 3.5222 -3.1347 -1.4583
H 0.8267 -1.8043 -1.0032
H 1.6285 -2.5001 0.1548
C 1.0170 -4.8660 4.9422
O 0.3385 -3.7910 4.3918
C -0.8004 -3.9903 3.6239
C -1.7230 -2.7334 3.9273
C -3.2191 -3.0417 3.8410
N -1.3958 -1.5871 3.0503
H 1.3713 -5.5081 4.1179
H 0.4185 -5.4134 5.6914
H 1.8620 -4.4502 5.5101
H -0.5934 -4.1566 2.5524
H -1.2437 -4.9187 3.9207
H -1.4758 -2.5089 4.9593
H -3.5625 -3.1986 2.8004
H -3.8135 -2.1997 4.1400
H -3.6467 -3.8398 4.4625
H -0.3892 -1.4511 3.1117
H -1.7284 -1.6804 2.0975
C -4.5627 5.2688 -6.3514
O -4.2407 5.5350 -5.0028
C -3.9694 4.3984 -4.2924
C -3.1729 4.5703 -3.0222
C -1.8610 5.3222 -3.3777
N -2.8339 3.2285 -2.5468
H -5.3080 4.4922 -6.4236
H -3.6074 4.9840 -6.8298
H -4.9206 6.1997 -6.7808
H -4.9338 3.9069 -3.9674
H -3.4573 3.6172 -4.8821
H -3.7307 5.0859 -2.2385
H -1.1803 5.3514 -2.5322
H -2.1906 6.3220 -3.6615
H -1.3323 4.9301 -4.2581
H -3.4815 2.5128 -2.7265
H -1.9403 2.8300 -2.6728
C 2.4499 1.0012 -2.1775
O 1.4492 0.7465 -1.1893
C 0.9788 1.8750 -0.4241
C -0.0551 1.5258 0.5625
C 0.6335 0.7466 1.6939
N -1.1673 0.7560 -0.0490
H 3.2871 1.6808 -1.8035
H 2.0178 1.4142 -3.1390
H 2.9394 0.0551 -2.3956
H 1.8596 2.2760 0.0868
H 0.5802 2.5815 -1.1504
H -0.4105 2.4250 1.0815
H -0.1148 0.6490 2.4736
H 1.5959 1.1289 2.0731
H 0.8257 -0.2368 1.2686
H -1.8696 1.4471 -0.3644
H -0.9577 0.1871 -0.8552
C -1.1965 2.7497 4.0085
C -2.3656 2.0428 4.6050
C -3.4249 1.7939 3.5442
O -1.9612 0.8002 5.1759
H -0.6992 2.1906 3.2667
H -0.4292 2.9103 4.7826
H -1.5282 3.6397 3.5004
H -2.8086 2.5839 5.4881
H -4.3155 1.3192 3.9357
H -2.9291 1.0754 2.8664
H -3.6451 2.6580 2.9082
H -1.9233 0.1127 4.4979
C 5.2036 4.8581 1.7195
C 4.6664 4.1372 0.5444
C 4.2868 5.0798 -0.6231
O 5.7634 3.1715 0.2164
H 5.5181 4.0822 2.4318
H 4.5356 5.4803 2.2458
H 6.1037 5.4867 1.5629
H 3.7832 3.6045 0.8445
H 5.1676 5.5831 -1.0430
H 3.5816 5.8608 -0.3283
H 3.8866 4.5560 -1.4746
H 5.6018 2.6668 -0.5982
C -0.2504 -0.7087 -3.9376
C -0.7037 0.1629 -5.1157
C -2.2191 -0.0214 -5.3286
O -0.3765 1.4722 -4.7746
H 0.7795 -0.5722 -3.6797
H -0.5475 -1.7378 -4.2018
H -0.7621 -0.3727 -3.0541
H -0.1622 -0.0512 -6.0302
H -2.3578 -1.0342 -5.6590
H -2.5676 0.7275 -6.0214
H -2.7526 0.0399 -4.4095
H -0.7921 2.0627 -5.3922
```

energy relative to the best compared isomer or geometry (same formula, charge and spin)	43.0	kcal per mole
calculated total energy	-63043.39119	eV
SMILES string	COC[C@H](C)N.COC[C@H](C)N.COC[C@H](C)N.COC[C@H](C)N.COC[C@H](C)N.COC[C@H](C)N.CC(C)O.CC(C)O.CC(C)O

Atom charges from the Mulliken analysis, given in e for atoms 1 to 99: -0.975 -0.216 -0.994 1.860 -1.222 -0.558 0.416 0.460 0.213 0.207 0.655 -1.100 -0.051 0.412 0.425 0.252 0.265 -1.247 0.095 -1.151 0.961 -0.476 -0.716 0.537 0.492 0.212 0.435 0.325 -0.200 -0.009 -0.223 0.342 0.285 0.307 -0.681 -0.388 -0.828 0.561 -1.259 0.195 0.272 0.247 0.261 0.590 0.272 0.189 0.256 0.549 0.067 -0.178 -0.283 -0.886 -0.282 -0.491 0.240 -1.332 0.703 0.324 0.357 0.255 -0.083 0.653 0.356 0.039 0.342 0.489 0.117 -0.663 -0.724 -0.353 -0.592 0.588 -1.446 -0.319 0.314 0.288 0.253 0.298 0.224 0.183 0.402 0.407 0.269 0.153 0.052 -0.820 0.611 -0.089 -0.235 0.015 0.546 -0.114 0.128 0.409 -0.392 0.450 0.543 -0.305 0.234


No. 2
A cluster of 9 separate species, C38H92N2O6 in total. Source: the OMol25 dataset; level of theory: ωB97M-V/def2-TZVPD.

XYZ file:
```
138
Properties=species:S:1:pos:R:3
C 6.2549 -27.5295 10.5239
C 5.8088 -27.5862 11.9628
N 6.1261 -28.6657 12.7027
O 5.1623 -26.6526 12.4309
H 6.9579 -28.3237 10.2514
H 6.7728 -26.5935 10.3214
H 5.4091 -27.6190 9.8438
H 6.6277 -29.4486 12.2957
H 5.8848 -28.6273 13.6754
C 10.1543 -29.1756 10.8926
C 9.3106 -30.4044 11.1583
N 9.7920 -31.5789 10.6648
O 8.2442 -30.3571 11.7469
H 10.9854 -29.4193 10.2371
H 10.5167 -28.6893 11.7968
H 9.4357 -28.4718 10.4661
H 9.2414 -32.3701 10.9589
H 10.5832 -31.6484 10.0591
C 4.9900 -20.0313 5.3437
C 4.7698 -21.4264 5.9842
C 4.8244 -21.4756 7.5167
C 6.2610 -21.5338 8.0487
C 6.2616 -21.8435 9.5547
C 7.6727 -21.9955 10.1183
H 4.6938 -20.0891 4.2984
H 6.0401 -19.7480 5.4372
H 4.3948 -19.2698 5.8496
H 3.7583 -21.6891 5.6566
H 5.4833 -22.1059 5.5124
H 4.2644 -22.3823 7.7474
H 4.3927 -20.5598 7.9228
H 6.8453 -22.3052 7.5442
H 6.6917 -20.5316 7.9634
H 5.7836 -21.0448 10.1283
H 5.6395 -22.7374 9.6668
H 8.1776 -22.8995 9.7686
H 8.2520 -21.1097 9.8556
H 7.7031 -22.1396 11.2019
C 11.6507 -25.3714 2.5466
C 11.1240 -25.5806 1.1282
C 9.6423 -25.1843 0.9867
C 8.7291 -26.2487 1.6091
C 7.3088 -25.7295 1.8204
C 6.3709 -26.6858 2.5446
H 11.2757 -26.1310 3.2324
H 11.5269 -24.3505 2.9062
H 12.7394 -25.4981 2.5436
H 11.7045 -24.8990 0.4983
H 11.2767 -26.6014 0.7784
H 9.3856 -25.0247 -0.0621
H 9.4973 -24.2201 1.4839
H 8.6695 -27.0845 0.9029
H 9.1601 -26.6371 2.5321
H 7.3638 -24.7915 2.3889
H 6.8792 -25.4206 0.8632
H 5.3555 -26.2744 2.5716
H 6.2144 -27.5805 1.9333
H 6.6772 -26.8998 3.5660
C 2.6080 -28.1552 2.9007
C 2.4589 -26.7496 3.4724
C 2.6984 -26.7004 4.9828
C 2.6939 -25.2714 5.5175
C 2.9955 -25.1748 7.0109
C 4.4624 -25.2305 7.4290
H 3.6559 -28.4511 2.7862
H 2.2067 -28.2306 1.8847
H 2.1070 -28.9441 3.4644
H 3.1466 -26.0745 2.9636
H 1.4233 -26.4540 3.2805
H 3.7097 -27.0750 5.1833
H 1.9482 -27.3003 5.4995
H 3.4397 -24.6844 4.9690
H 1.7147 -24.8206 5.3301
H 2.5947 -24.2171 7.3667
H 2.4101 -25.9074 7.5782
H 4.9375 -24.3414 7.0101
H 4.6184 -25.2879 8.5055
H 4.9381 -26.1290 7.0209
C 16.0854 -28.9840 5.6569
C 15.6593 -27.5539 5.9980
C 14.2615 -27.4649 6.6151
C 13.8191 -26.0365 6.9571
C 13.1310 -25.4034 5.7472
C 12.9471 -23.8823 5.8351
H 15.5291 -29.2940 4.7666
H 15.8453 -29.7001 6.4419
H 17.1428 -29.0179 5.3999
H 16.3385 -27.1675 6.7642
H 15.7544 -26.9158 5.1170
H 14.3538 -27.9907 7.5770
H 13.4985 -28.0325 6.0759
H 13.0871 -26.1118 7.7663
H 14.6596 -25.4547 7.3354
H 13.6340 -25.7245 4.8297
H 12.1233 -25.8101 5.6110
H 12.5545 -23.4338 4.9226
H 12.3049 -23.6858 6.6938
H 13.9084 -23.3804 5.9774
C 9.1915 -25.2989 5.2152
C 8.1101 -24.6789 6.0662
C 8.2004 -25.1532 7.5242
C 9.5343 -24.8179 8.1849
C 9.6168 -25.3201 9.6280
C 10.5193 -24.5381 10.5909
H 10.1357 -24.7868 5.4099
H 9.0260 -25.2669 4.1367
H 9.3437 -26.3661 5.4058
H 8.0632 -23.5887 6.0038
H 7.0957 -24.9604 5.7516
H 7.9201 -26.2071 7.6136
H 7.4385 -24.6282 8.1148
H 10.4293 -25.1488 7.6490
H 9.6222 -23.7243 8.1958
H 8.5780 -25.3437 9.9780
H 9.9475 -26.3624 9.6766
H 11.5502 -24.5056 10.2457
H 10.1066 -23.5519 10.8084
H 10.4309 -25.0772 11.5373
O 14.6122 -24.8250 13.0386
C 13.8464 -23.8311 12.3335
C 14.3695 -23.5348 10.9561
O 14.1877 -24.5687 10.0066
H 14.4287 -25.6964 12.6772
H 12.8190 -24.2002 12.2480
H 13.9320 -22.9352 12.9448
H 15.4229 -23.2345 11.0199
H 13.8041 -22.6544 10.6316
H 14.4621 -25.3954 10.4185
O 8.9358 -24.4870 15.8629
C 8.1086 -25.2457 14.9881
C 8.9353 -25.9506 13.9410
O 9.5017 -27.1635 14.4402
H 9.0128 -24.9637 16.6922
H 7.5128 -25.9799 15.5387
H 7.3684 -24.5814 14.5341
H 9.6691 -25.2316 13.5622
H 8.3986 -26.2393 13.0324
H 10.4329 -27.0061 14.6208
```

calculated total energy	-56164.09409	eV
SMILES string	CC(N)=O.CC(N)=O.CCCCCC.CCCCCC.CCCCCC.CCCCCC.CCCCCC.OCCO.OCCO

Atom charges from the Mulliken analysis, given in e for atoms 1 to 99: 0.047 0.304 -0.262 -0.700 0.118 -0.328 0.372 0.305 0.222 -0.081 0.452 -0.395 -0.693 0.301 0.177 -0.250 0.254 0.186 -1.516 -0.037 -0.567 0.249 -0.609 -0.993 0.426 0.329 0.331 0.334 -0.003 0.122 0.528 -0.610 0.490 0.474 0.291 -0.056 0.377 0.460 -0.761 -0.806 -0.670 -0.656 -0.621 -0.907 0.235 0.203 0.368 0.378 0.352 0.478 0.259 0.483 0.273 0.272 0.505 0.043 0.436 0.225 -1.306 -0.359 -0.547 -0.533 -0.912 -0.457 0.233 0.394 0.364 0.318 0.348 0.205 0.337 0.163 0.399 0.415 0.404 -0.273 0.393 0.466 -1.318 -0.248 -1.038 0.019 0.200 -1.289 0.313 0.319 0.377 0.283 0.289 0.399 0.385 -0.078 0.341 0.392 -0.163 0.306 0.107 0.463 -0.500


No. 3
A structure of composition C4H8HgLiO2. Source: the OMol25 dataset; level of theory: ωB97M-V/def2-TZVPD.

XYZ file:
```
16
Properties=species:S:1:pos:R:3
H 2.6759 -0.0120 -1.8220
C 2.0042 -0.9287 -2.0203
H 2.4110 -1.9037 -2.3322
H 1.8049 -1.1843 -0.9715
C 0.8820 -0.5623 -2.9940
C -0.1691 -1.6090 -3.0885
O -1.3688 -1.4014 -3.0064
Hg -3.2104 0.0791 -2.9599
H 0.4167 0.4064 -2.7674
H 0.1766 -2.6506 -3.2449
H 1.3034 -0.4869 -4.0128
C 1.7841 1.5489 0.6107
H 1.3259 1.0050 1.4561
H 1.1633 1.9951 -0.1862
O 3.0095 1.6809 0.5926
Li 4.3556 2.2008 1.7939
```

spin multiplicity	2
calculated total energy	-12734.86090	eV
net charge	+2

Taken from the Mulliken analysis, the atomic charges in e are: 0.250 -1.136 0.375 0.344 -0.175 0.066 -0.478 0.886 0.214 0.363 0.282 -0.003 0.305 0.284 -0.529 0.951


No. 4
A cluster of 3 separate species, C17H38FN4O3 in total. Source: the OMol25 dataset; level of theory: ωB97M-V/def2-TZVPD.

XYZ file:
```
63
Properties=species:S:1:pos:R:3
C -2.4611 1.0440 -0.0750
C -1.1193 0.7070 -0.6619
F -0.8995 1.4012 -1.8259
N -0.9855 -0.7564 -1.0179
C -2.0272 -1.1348 -2.0517
C -1.8638 -2.5397 -2.6330
O -0.5278 -2.8621 -2.9421
C 0.2370 -2.6563 -1.7848
C 0.4182 -1.1709 -1.4759
C 1.4667 -0.9823 -0.3799
C 2.9065 -0.7258 -0.8972
C 3.1542 -0.8881 -2.4074
C 2.8429 0.3385 -3.3013
C 2.3070 1.5888 -2.6039
N 1.7907 2.5156 -3.6006
H -2.3564 1.9847 0.4658
H -3.2261 1.1563 -0.8422
H -2.7721 0.2788 0.6397
H -0.2991 0.9284 0.0180
H -1.1487 -1.3001 -0.1498
H -2.9947 -1.0737 -1.5548
H -1.9691 -0.3642 -2.8170
H -2.2753 -3.2786 -1.9319
H -2.4439 -2.5830 -3.5551
H -0.3439 -2.9656 -0.9056
H 1.1922 -3.1684 -1.8643
H 0.6150 -0.5899 -2.3786
H 1.4410 -1.8856 0.2329
H 1.1897 -0.1768 0.3019
H 3.5715 -1.3990 -0.3552
H 3.2125 0.2805 -0.6075
H 2.6003 -1.7565 -2.7750
H 4.2027 -1.1570 -2.5393
H 2.1365 0.0548 -4.0898
H 3.7517 0.6350 -3.8291
H 1.5729 1.3123 -1.8286
H 3.1209 2.1023 -2.0828
H 1.0386 2.0989 -4.1391
H 1.4241 3.3561 -3.1700
C -1.3073 3.9509 3.2040
O -0.5398 3.0047 3.2394
N -1.0569 5.1152 2.5742
C -2.0151 6.2000 2.5488
C 0.2361 5.2904 1.9362
H -2.3010 3.9285 3.6815
H -2.2957 6.4558 1.5254
H -1.6144 7.0940 3.0296
H -2.9120 5.8967 3.0868
H 0.3911 4.5453 1.1543
H 1.0449 5.1834 2.6590
H 0.2760 6.2843 1.4964
C -0.9021 -3.7568 1.7637
O -0.7068 -2.6622 1.2283
N -0.4289 -4.0864 2.9606
C -0.6737 -5.3889 3.5556
C 0.3575 -3.1070 3.7007
H -1.4869 -4.5508 1.2798
H -1.2133 -5.2856 4.4970
H 0.2660 -5.9080 3.7442
H -1.2729 -5.9901 2.8745
H -0.2262 -2.2063 3.8866
H 1.2491 -2.8271 3.1406
H 0.6527 -3.5481 4.6488
```

calculated total energy	-33059.82317	eV
net charge	+1

Taken from the Mulliken analysis, the atomic charges in e are: -1.486 0.512 -0.368 0.099 -0.501 -0.721 -0.485 -1.258 0.048 -0.740 -0.846 -0.555 -0.948 0.056 -0.702 0.329 0.400 0.393 0.393 0.550 0.495 0.407 0.334 0.434 0.555 0.570 0.421 0.288 0.272 0.479 0.461 0.219 0.520 0.333 0.358 -0.029 0.370 0.245 0.247 0.087 -0.611 0.129 -0.912 -0.827 0.322 0.336 0.342 0.292 0.173 0.300 0.383 0.021 -0.769 0.152 -0.925 -0.913 0.291 0.357 0.367 0.290 0.314 0.268 0.387